Density functional theory data (ωB97M-V/def2-TZVPD) for C20H17FeN5OS2 as an isolated structure.

## Properties
Net charge = +1
Energy = -86567.452 eV
Gap between HOMO and LUMO (alpha / beta) = 7.9 / 6.8 eV
LUMO level (alpha / beta) = -3.69 / -4.74 eV
2S+1 = 6

Positions of all 46 atoms, in Å:
Fe: 0.2033 -0.3813 -0.5384
H: -2.7998 -2.1752 3.3453
N: -0.8268 0.0417 -3.9917
H: -6.3138 -4.1227 1.8618
H: 1.9057 -0.4750 4.1621
C: 4.6927 0.7486 1.0598
C: -3.5944 -3.0404 0.1667
C: -1.5506 -1.8966 0.9728
S: 1.1045 -1.3934 -2.4652
C: 4.3146 1.1543 -0.2087
C: -0.0289 -0.5250 -3.3725
H: 4.0444 -0.2462 2.8575
S: -0.9819 1.5914 -0.5057
H: 5.6915 0.9457 1.4238
H: -5.9980 -0.4645 -1.9225
H: -3.3208 0.9840 1.1218
C: -4.8324 -3.6200 0.3945
C: 3.0288 0.8714 -0.6382
C: -3.5544 0.7557 0.0924
N: -0.7083 -1.7046 1.9541
C: -5.0493 -0.0545 -1.6121
H: -5.3919 -4.0420 -0.4297
O: -1.2928 -1.5395 -0.2538
C: 3.7777 0.0815 1.8634
C: -2.8641 -2.5219 1.2328
C: -3.3776 -2.5800 2.5257
H: -3.1785 -2.9948 -0.8305
C: 1.6540 -1.3268 3.5282
C: -4.0756 0.1932 -2.5430
H: 0.7491 -1.7988 3.8971
C: 2.5113 -0.1615 1.3677
C: -4.6215 -3.1478 2.7463
N: 2.1513 0.2290 0.1323
C: 1.4552 -0.8816 2.1233
C: -4.7780 0.2322 -0.2746
C: -2.5805 0.9655 -0.8752
H: -5.5233 0.0326 0.4837
H: -2.1486 0.7908 -2.8700
H: 2.6881 1.1616 -1.6231
H: -5.0245 -3.1893 3.7492
N: -2.8913 0.6989 -2.1568
H: -4.1871 0.0105 -3.6016
H: 4.9976 1.6758 -0.8626
N: 0.3939 -1.0637 1.4330
C: -5.3478 -3.6696 1.6834
H: 2.4788 -2.0395 3.5864